3 unconnected molecules or ions with the total composition C37H71N3O5 in a non-equilibrium geometry. Source: the Open Molecules 2025 dataset; level of theory: ωB97M-V/def2-TZVPD.

The geometry in XYZ format:
```
116
Properties=species:S:1:pos:R:3:forces:R:3:lowdin_charge:R:1
H 3.097 5.145 -0.212 1.316 1.544 -1.569 0.101
H -1.215 1.768 -0.258 -0.265 2.180 -0.674 0.109
H 8.285 -1.594 -0.089 -2.544 1.291 0.881 0.080
H 0.952 3.353 -0.261 -1.653 0.266 -1.444 0.095
H -4.687 -2.278 4.922 0.033 0.083 -0.127 0.053
H -6.313 -0.488 0.431 0.135 -0.125 0.411 0.083
C -0.878 -6.707 -2.525 -0.171 0.061 -0.206 -0.045
H -6.223 1.124 1.107 0.257 -0.140 0.189 0.075
C 1.016 -2.729 -4.186 0.361 -0.326 0.809 -0.042
C 4.235 -1.735 -0.365 -1.805 -0.049 -0.273 -0.192
H -1.625 -2.335 -3.366 0.308 -0.171 -0.090 0.127
C -4.861 -0.053 4.939 0.864 -0.663 1.745 -0.478
H -6.902 -2.068 4.657 0.026 0.051 0.008 0.103
H 6.572 2.453 -0.125 -1.593 1.025 -1.734 0.120
C 6.003 4.588 -0.864 0.419 -0.123 -0.382 -0.206
H -4.023 -1.866 2.059 -0.157 0.072 0.120 0.091
H 2.953 1.760 1.712 1.423 -1.895 -0.444 0.091
C -1.092 -4.743 -0.948 0.135 0.275 -0.162 -0.139
H -1.151 4.217 2.985 1.020 -0.185 -2.247 0.077
H 0.432 2.686 -1.945 -0.623 1.591 1.822 0.117
C 0.036 -3.751 -3.516 -0.481 0.748 -2.001 -0.467
H -8.242 -0.964 4.886 0.136 -0.037 -0.050 0.115
H -7.624 0.376 2.984 0.250 -0.025 -0.042 0.123
C -0.670 4.026 1.922 -0.161 -0.063 0.005 -0.155
C -1.006 -2.944 -2.694 0.172 -0.105 0.276 -0.132
C -1.332 2.911 -0.515 0.121 0.250 0.339 -0.224
C -5.733 0.144 1.114 0.146 0.602 0.560 -0.047
C 4.014 0.999 -0.157 -1.943 -0.395 0.344 -0.320
H 5.356 6.268 -2.418 -0.891 -1.785 1.632 0.120
C 4.294 2.549 -0.587 0.964 0.987 0.588 -0.112
H 1.786 -3.245 -4.772 -0.141 -0.007 0.148 0.092
H 4.530 -1.978 0.750 -0.178 0.645 -2.391 0.121
H -1.774 -5.385 -0.376 0.278 -0.138 -0.159 0.122
H 7.069 4.922 -1.262 -2.147 -0.898 0.942 0.112
H -0.487 -2.233 -2.036 0.131 -0.158 -0.144 0.124
H 4.625 0.836 2.057 -2.211 -0.053 -1.068 0.107
H 3.993 3.220 0.353 0.660 -1.535 -1.963 0.122
C 4.887 5.392 -1.765 -0.846 -0.567 -0.500 -0.220
H -4.084 0.674 6.877 -0.137 -0.264 -0.301 0.082
C 1.485 5.297 -2.558 -0.132 -0.416 -0.267 -0.207
H 2.138 4.308 -2.605 -1.279 2.011 0.132 0.092
H 1.506 -7.063 -1.296 -0.114 0.177 0.024 0.087
H 4.167 -3.701 -0.974 0.825 1.278 -0.728 0.070
C -6.335 -0.119 5.422 -0.079 0.092 -0.314 -0.138
H -1.347 -7.411 -1.824 0.288 0.257 0.027 0.087
C 0.113 3.440 -1.078 -0.038 -0.330 -0.932 -0.229
C -4.157 -1.396 5.277 -0.073 -0.234 -0.121 -0.046
H 4.102 -2.604 -2.217 1.032 -0.582 1.265 0.074
H 0.479 -2.058 -4.868 -0.141 -0.336 0.230 0.089
C 4.801 -0.244 -0.869 1.225 -0.723 1.547 -0.294
H -4.084 -1.533 6.364 -0.061 0.302 -0.235 0.087
H -0.785 4.950 -2.544 1.568 0.058 1.687 0.111
C 3.615 0.824 1.441 0.715 0.570 -0.575 -0.016
H -0.940 -3.676 -5.488 0.226 -0.017 0.343 0.086
H -3.039 1.058 5.506 -0.207 -0.026 -0.044 0.086
H -0.054 4.980 1.568 -1.276 -2.111 0.859 0.076
H 0.068 3.105 2.061 -1.527 1.949 -0.445 0.076
H 4.459 4.615 -2.563 0.920 1.666 1.587 0.109
N 0.746 -4.796 -2.703 1.961 3.217 3.496 -0.011
O 2.116 0.172 -3.232 5.671 1.404 7.393 0.013
C 0.081 4.947 -1.748 0.006 -0.652 -0.165 -0.200
H 7.086 0.298 -1.441 -1.650 -2.099 1.224 0.116
H 6.755 -1.744 1.196 0.532 0.704 -2.537 0.068
H -2.594 2.902 1.405 1.451 1.698 -1.253 0.104
H 3.957 6.823 -0.180 -0.689 -1.628 -1.633 0.114
H 0.019 -5.132 -5.228 -0.076 0.082 0.179 0.093
C 2.360 6.512 -1.889 0.310 0.201 0.614 -0.209
N -4.747 0.254 3.473 -2.583 4.348 0.023 -0.022
C -5.667 -0.488 2.547 -0.188 -1.281 -1.604 -0.475
C -5.097 -1.906 2.276 -0.007 -0.253 0.143 -0.046
H -0.217 -7.290 -3.175 -0.040 0.163 0.064 0.093
H 5.940 4.879 0.270 0.020 -0.399 -2.161 0.112
H -5.260 -2.609 3.091 0.099 0.100 0.048 0.056
H -0.553 -4.138 -0.208 0.130 -0.105 -0.182 0.122
H -0.158 5.748 -0.929 0.479 -1.415 -1.554 0.100
H -2.175 3.060 -1.343 1.905 -0.500 1.663 0.117
H -1.581 -4.938 -4.485 0.096 -0.085 0.056 0.055
H 1.631 7.116 -1.162 1.604 -1.087 -1.765 0.108
H 1.515 -2.080 -3.457 -0.131 -0.341 -0.137 0.044
H -2.542 -3.171 -1.204 0.056 -0.079 -0.093 0.111
H -7.697 -1.301 2.476 0.316 0.119 -0.082 0.124
H 6.190 2.503 -1.987 -0.903 0.924 1.995 0.118
C -0.654 -4.422 -4.734 -0.262 -0.171 -0.018 -0.045
H 2.977 -0.141 1.643 1.504 1.846 -0.570 0.098
C -1.914 -3.812 -1.834 -0.026 -0.031 0.025 -0.188
O 2.674 0.763 -0.793 1.058 -1.352 -4.563 -0.069
H -6.379 -0.479 6.458 0.298 0.084 -0.151 0.123
H -2.603 -4.386 -2.463 0.049 -0.020 0.030 0.103
C 3.603 5.966 -0.916 -0.631 0.019 0.157 -0.221
H -6.773 0.887 5.432 0.218 -0.043 -0.120 0.124
C 7.170 -1.285 0.197 -1.466 2.056 -2.484 -0.007
C -7.201 -1.021 4.547 -0.004 -0.009 0.055 -0.190
H 1.183 5.523 -3.684 0.797 -0.256 2.432 0.114
O -5.011 1.628 3.311 1.179 -3.548 0.283 -0.035
O 4.421 0.017 -2.288 -3.619 0.056 1.746 -0.003
O 1.722 -4.135 -1.933 -2.191 -2.038 -2.224 -0.050
H 3.042 -1.785 -0.388 2.387 0.736 0.289 0.132
C -4.085 0.978 5.824 -0.277 0.408 -0.664 -0.047
H -4.527 1.981 5.798 0.068 -0.248 -0.235 0.075
H 1.328 -5.816 -0.046 -0.071 0.016 -0.327 0.073
C 2.957 0.330 -2.202 -2.007 -0.742 -2.750 -0.213
H -2.505 4.594 0.541 1.429 -1.653 0.809 0.106
C 5.844 2.928 -0.943 0.272 0.503 0.597 -0.193
N 4.671 -2.843 -1.348 -1.945 0.720 0.634 -0.015
C -1.861 3.661 0.850 -0.235 -0.667 0.247 -0.262
C 6.424 -0.404 -0.740 2.174 -1.038 1.929 -0.067
H -1.702 -6.327 -3.126 0.138 0.068 -0.055 0.053
C -7.120 -0.595 3.087 0.078 0.240 0.171 -0.139
H 0.158 -7.115 -0.157 -0.158 0.207 -0.328 0.082
C 0.780 -6.442 -0.759 0.407 0.684 -0.174 -0.048
H -4.730 0.257 0.685 -0.137 0.008 0.164 0.084
H 2.817 7.247 -2.711 -1.115 -1.599 1.794 0.115
H -3.138 -1.421 4.878 -0.166 0.052 -0.030 0.092
H -5.580 -2.369 1.404 0.012 0.351 0.172 0.084
C -0.091 -5.610 -1.758 -0.683 -1.850 0.624 -0.475
H 3.589 2.944 -1.465 1.477 -1.376 1.913 0.121
```
Positions in Å, forces in eV/Å.

The calculation puts the HOMO-LUMO gap (alpha / beta) at 9.48 / 8.68 eV. Its largest force on an atom is 9.42 eV/Å. Its spin multiplicity is 3. For the HOMO energy (alpha / beta), the calculation gives -9.05 / -9.06 eV. The total charge is 0.

7 unconnected molecules or ions with the total composition C37H73Br14N2O11PS in a non-equilibrium geometry. Source: the Open Molecules 2025 dataset; level of theory: ωB97M-V/def2-TZVPD.

The geometry in XYZ format:
```
139
Properties=species:S:1:pos:R:3:forces:R:3:lowdin_charge:R:1
H -8.449 -4.939 0.476 0.045 -0.004 -0.003 0.058
C 0.369 -6.102 2.496 -0.220 0.276 0.292 -0.186
C -1.333 1.148 -0.708 -0.140 0.371 -0.154 -0.169
H -5.936 3.915 -0.065 0.023 0.022 -0.007 0.052
H -3.397 -0.847 2.077 0.038 -0.351 -0.157 0.131
C 0.602 -1.258 -1.834 -0.152 -0.355 -0.178 -0.128
H 4.628 -3.824 -2.808 0.034 0.102 0.274 0.078
C 4.441 -2.683 -0.970 0.493 -0.419 0.295 -0.693
C -6.857 3.981 -0.637 -0.029 -0.123 -0.007 -0.705
Br -9.217 5.129 3.047 -0.010 0.045 -0.049 0.626
H 3.628 0.889 -0.288 -0.026 -0.129 -0.130 0.118
S 1.805 -3.363 -3.241 -0.646 -0.685 0.174 1.067
H -6.529 -3.625 -0.674 -0.005 0.021 0.038 0.044
H -2.177 0.448 3.615 -0.082 -0.246 -0.035 0.083
Br -1.145 -0.422 6.429 0.051 0.022 0.017 0.628
H -0.661 1.726 -0.077 0.071 -0.007 0.074 0.119
H 10.343 0.228 -4.296 -0.059 -0.074 -0.046 0.049
H -0.515 -5.893 -0.249 -0.339 0.121 -0.191 0.075
O -0.049 -2.304 0.152 0.365 0.142 -0.060 -0.039
C 3.419 4.433 -4.840 0.101 -0.179 0.051 -0.691
C -2.604 2.563 3.681 0.090 0.083 -0.420 -0.069
O 4.057 -2.938 -4.657 -0.444 -0.926 -2.742 -0.105
C 2.934 5.060 -3.561 -0.100 0.165 -0.027 -0.690
O -1.012 -6.211 2.244 0.118 -0.262 -0.087 -0.137
O -0.005 -3.848 1.773 0.010 0.157 0.067 -0.071
H 3.246 6.101 -3.505 0.006 0.004 -0.031 0.059
H 4.482 4.629 -4.965 0.005 0.014 0.010 0.057
C 1.824 -2.187 -1.846 -0.961 1.039 -0.610 -0.419
C 4.575 -2.796 -2.465 0.805 0.456 1.599 -0.650
H 2.828 3.638 0.203 -0.031 0.265 -0.114 0.131
H 3.291 4.523 -2.689 0.085 -0.008 -0.022 0.013
C 8.544 -0.467 -3.270 1.031 0.424 -0.217 -0.810
H 2.252 3.096 -1.385 -0.009 -0.078 -0.118 0.096
H -6.251 -0.684 0.942 -0.055 -0.125 0.257 0.017
H -1.488 0.693 -2.833 0.014 -0.027 -0.144 0.083
C 1.212 -0.169 0.302 0.197 -0.133 0.352 -0.136
H 0.281 -7.440 -0.111 0.063 -0.052 -0.141 0.070
C -1.674 0.625 7.979 -0.077 -0.134 -0.100 -0.693
O -5.499 -1.213 0.645 -0.187 0.640 0.313 -0.330
H 8.525 1.099 -0.209 0.199 0.359 0.007 0.060
Br 5.662 -3.875 -0.038 0.113 0.027 0.055 0.642
C -7.376 5.388 -0.747 0.280 0.214 0.101 -0.764
H -3.927 0.891 3.629 0.069 -0.394 0.164 0.120
H -11.739 2.820 1.323 -0.024 0.021 0.025 0.059
H 8.084 -0.327 -2.301 -0.026 0.008 0.030 -0.009
H 5.631 2.946 1.735 0.012 0.028 0.088 0.129
H 5.341 1.647 0.604 -0.076 0.018 -0.158 0.099
C -2.207 1.978 7.589 0.079 0.141 0.075 -0.694
H -2.895 1.928 6.751 -0.010 -0.046 -0.008 0.036
H 1.749 -4.489 2.604 0.330 -0.073 -0.208 0.125
N 2.560 -1.366 -4.900 -0.275 0.410 -0.017 0.104
H 0.907 -6.986 2.147 0.119 -0.046 0.030 0.123
H -7.786 5.713 0.205 -0.022 -0.050 0.020 0.012
C 0.481 -2.588 1.417 -0.328 -0.538 0.153 -0.237
H 2.880 4.781 -5.715 -0.027 0.067 0.025 0.048
H 6.067 3.946 -0.922 0.055 -0.034 -0.094 0.131
H -7.610 3.337 -0.192 -0.034 0.024 0.012 0.019
H 6.791 -0.037 2.003 -0.085 0.180 0.179 0.070
H 6.857 0.649 -0.339 -0.125 0.002 -0.007 0.108
Br -10.418 4.155 -0.280 -0.165 -0.100 0.016 0.710
H -2.752 3.223 2.827 -0.110 0.033 -0.067 0.080
C 7.740 0.313 1.601 0.064 -0.326 -0.146 -0.060
H 9.309 1.488 -3.594 0.027 0.016 -0.016 0.061
H -1.305 -7.385 -0.876 -0.020 0.085 -0.158 0.074
H -3.269 2.917 4.465 0.103 -0.022 0.221 0.062
H -8.124 5.505 -1.522 0.009 -0.031 -0.039 0.020
H -1.177 -8.189 1.636 0.151 -0.045 0.071 0.116
O 4.287 3.032 -1.133 -0.300 0.592 -0.349 -0.169
H 8.301 0.862 2.352 -0.088 0.156 0.089 0.080
H 4.653 -1.680 -0.611 -0.025 0.088 0.025 0.050
Br -8.477 -2.593 1.237 -0.249 0.049 0.156 0.638
H 1.450 -5.054 0.920 0.087 0.131 -0.084 0.121
C 7.582 1.127 0.330 0.470 -0.410 -0.133 -0.289
C -7.491 -3.863 -1.116 -0.038 -0.028 -0.159 -0.695
O 1.575 0.942 -0.487 -0.200 0.058 -0.057 -0.130
C 2.769 1.512 -0.017 0.091 0.235 0.223 -0.173
H 1.931 -2.755 -0.928 -0.662 -0.029 -0.236 0.058
H 8.324 -0.580 1.370 -0.024 -0.095 -0.039 0.077
C 0.995 -4.835 1.891 -0.263 -0.254 0.140 -0.185
C -1.269 -0.333 -0.371 0.422 0.075 -0.397 -0.273
N 3.684 -1.030 -5.642 -0.254 0.748 -0.322 0.077
H 0.478 -6.042 3.579 -0.007 -0.066 0.092 0.123
H -2.449 0.042 8.472 -0.023 0.022 0.007 0.057
Br 10.862 0.594 -1.901 0.008 -0.117 -0.057 0.633
O -4.902 1.206 -0.240 -0.482 -0.126 0.964 -0.296
H -5.574 1.176 -0.938 0.195 0.327 -0.241 -0.025
C -1.094 1.476 -2.188 0.149 0.168 0.411 -0.065
C -0.695 -6.953 -0.088 0.530 -0.212 0.495 -0.068
P -4.333 -0.314 -0.081 1.045 -1.376 -1.860 0.922
H 7.831 -0.288 -4.068 -0.018 0.049 -0.011 0.018
C -8.576 -4.014 -0.081 0.165 0.015 0.051 -0.686
H 1.577 -2.633 1.379 0.111 0.204 0.085 0.124
H -2.433 -7.074 1.136 -0.106 0.053 0.184 0.114
H -7.409 -4.769 -1.712 -0.025 -0.019 0.011 0.058
Br -7.895 -2.441 -2.377 0.041 0.045 0.045 0.603
Br 3.240 2.499 -4.811 -0.042 -0.051 -0.045 0.616
H -0.804 0.693 8.623 0.002 0.033 0.020 0.049
C 5.247 3.621 -0.284 0.491 -0.294 -0.101 -0.166
H -11.548 5.260 2.193 -0.020 -0.005 -0.027 0.051
C 0.133 -0.991 -0.399 -0.082 0.069 -0.375 -0.358
H 3.444 -2.981 -0.652 0.874 -0.138 0.079 0.016
H -11.377 3.989 3.421 0.000 -0.030 -0.005 0.059
O 7.228 2.477 0.550 -0.255 -0.275 -0.261 -0.131
C 4.516 -1.975 -5.470 0.042 -0.238 -0.457 -0.270
H 4.885 4.517 0.227 -0.388 -0.043 -0.015 0.124
C -1.357 -7.172 1.271 -0.428 0.188 -0.449 -0.267
H 3.740 -2.295 -2.954 1.889 0.025 1.779 -0.031
Br 9.082 -2.324 -3.409 1.423 -0.001 -0.119 0.600
H 2.741 1.572 1.078 0.000 -0.080 0.086 0.133
H -0.211 -1.717 -2.394 -0.124 -0.123 0.122 0.116
H 0.890 0.158 1.297 -0.100 0.073 0.025 0.147
H -0.038 1.638 -2.384 0.083 -0.156 -0.194 0.054
H -1.816 -0.857 -1.159 -0.373 -0.199 0.248 0.123
H -9.573 -3.981 -0.509 0.002 0.015 -0.041 0.049
C 5.827 2.616 0.710 0.056 0.458 0.774 -0.184
H -1.602 2.407 -2.426 -0.065 0.033 -0.117 0.073
Br -6.484 3.204 -2.382 -0.011 0.010 -0.041 0.665
O -1.784 -0.644 0.922 0.090 -0.019 -0.070 -0.059
H 2.718 -1.589 -2.006 -0.531 0.174 0.459 0.068
Br -0.785 3.196 7.075 0.008 -0.005 -0.036 0.620
C -10.806 3.364 1.453 -0.113 0.017 -0.148 -0.673
H 0.858 -0.348 -2.364 -0.038 0.147 0.035 0.110
Br -5.945 6.645 -1.153 -0.021 -0.009 -0.064 0.614
H -10.005 2.664 1.666 0.004 -0.008 0.038 0.051
H -1.565 2.676 3.976 0.032 -0.017 0.209 0.052
O -3.009 1.120 1.823 0.243 -0.199 -0.169 -0.146
Br 6.196 -1.905 -3.095 -1.730 -0.514 1.163 0.852
H -2.325 1.533 -0.475 -0.149 -0.243 0.177 0.086
C 9.702 0.483 -3.460 -0.001 0.187 0.127 -0.675
H 2.114 -0.776 0.444 -0.022 -0.210 0.045 0.124
H -2.700 2.449 8.437 -0.006 -0.031 0.024 0.058
H 0.136 -1.880 2.172 0.019 0.223 -0.072 0.143
C -2.933 1.139 3.246 -0.244 0.756 -0.005 -0.255
C -10.948 4.417 2.518 0.124 -0.034 0.153 -0.691
C 2.820 -2.483 -4.334 -0.936 -0.103 -1.327 -0.746
Br 0.992 5.093 -3.449 0.009 -0.070 0.041 0.617
H 5.502 -2.053 -5.887 0.001 -0.168 -0.042 0.125
C -3.043 -0.188 1.279 -0.726 1.092 0.842 -0.464
C 2.982 2.913 -0.598 0.109 -0.503 0.329 -0.158
```
Positions in Å, forces in eV/Å.

The calculation puts the HOMO-LUMO gap at 8.09 eV. Its largest force on an atom is 2.93 eV/Å. For the HOMO energy, the calculation gives -8.02 eV. The total charge is 0.

Question: Look up the total charge of the second one.
Answer: 0